Here is the ion C3H5O2 with charge -1 from the OMol25 dataset. Energies are from ωB97M-V/def2-TZVPD.

Properties
HOMO energy (eV): -3.6324
SMILES: CCC(=O)[O-]
Total charge: -1
Energy above the lowest of the compared OMol25 structures with the same formula, charge and spin (kJ/mol): 72.08
Calculated total energy (eV): -7287.7799

Each atom is followed by the atoms it is bonded to, with distances in Å.
CARTESIAN COORDINATES (ANGSTROEM)
1 O 0.86 1.41 1.84  C2 1.300
2 C 0.08 1.14 0.83  O1 1.300, O3 1.278, C4 1.623
3 O -0.96 1.81 0.51  C2 1.278
4 C 0.65 -0.08 -0.06  C2 1.623, C5 1.580, H6 1.086, H7 1.037
5 C -0.58 -0.87 -0.66  C4 1.580, H8 1.189, H9 1.122, H10 1.042
6 H 1.39 -0.51 0.61  C4 1.086
7 H 1.26 0.36 -0.78  C4 1.037
8 H -1.15 -1.60 0.08  C5 1.189
9 H -0.20 -1.46 -1.55  C5 1.122
10 H -1.35 -0.20 -0.82  C5 1.042